Run i
# C3H12N2OS

2 unconnected molecules or ions with the total composition C3H12N2OS (the ωB97M-V functional and the def2-TZVPD basis, the Open Molecules 2025 dataset).

```
19
Properties=species:S:1:pos:R:3
N -2.225 0.095 0.462
C -1.075 -0.593 -0.103
C 0.274 -0.140 0.442
N 0.612 1.184 -0.025
C 1.305 -1.238 0.144
S 3.035 -0.770 0.403
H -2.065 1.097 0.449
H -2.351 -0.160 1.438
H -1.112 -0.458 -1.187
H -1.162 -1.660 0.081
H 0.129 -0.123 1.531
H 0.187 1.453 -0.897
H 1.607 1.337 -0.032
H 1.217 -1.667 -0.856
H 1.126 -2.039 0.871
H 3.191 -0.221 -0.808
O -4.401 1.708 -1.516
H -3.686 2.342 -1.611
H -4.295 1.317 -0.631
```

Computed properties:
- Lowest unoccupied orbital energy: 0.7 eV
- Frontier orbital gap: 0.367 hartree
- Molecular weight: 124.21 g/mol
- SMILES: NC[C@H](N)CS.O

Charges in e, computed with Mulliken, in the same order as the atoms:
1. N -0.51
2. C -1.08
3. C 0.75
4. N -0.52
5. C -1.00
6. S -0.22
7. H 0.30
8. H 0.23
9. H 0.39
10. H 0.38
11. H 0.07
12. H 0.22
13. H 0.20
14. H 0.33
15. H 0.37
16. H 0.11
17. O -0.65
18. H 0.31
19. H 0.32

Run ii
# C3H12N2OS

2 unconnected molecules or ions with the total composition C3H12N2OS (the ωB97M-V functional and the def2-TZVPD basis, the Open Molecules 2025 dataset).

```
19
Properties=species:S:1:pos:R:3
N 0.913 -0.889 -1.235
C 0.487 -1.108 0.194
C -0.690 -0.221 0.759
N -0.501 1.037 1.246
C -1.760 -0.301 -0.305
S -2.122 -1.764 -1.319
H 1.835 -0.514 -1.575
H 0.494 -1.525 -1.785
H 0.269 -2.203 0.459
H 1.323 -0.807 0.884
H -0.949 -0.819 1.837
H -0.857 1.820 0.712
H 0.328 1.196 1.917
H -2.675 0.158 0.159
H -1.543 0.452 -1.153
H -2.557 -2.390 -0.083
O 2.836 2.400 -0.516
H 3.125 3.286 -0.250
H 2.044 2.188 0.054
```

Computed properties:
- Lowest unoccupied orbital energy: 0.7 eV
- Frontier orbital gap: 0.333 hartree
- Molecular weight: 124.21 g/mol
- SMILES: NC[C@@H](N)CS.O

Charges in e, computed with Mulliken, in the same order as the atoms:
1. N -0.46
2. C -0.63
3. C 0.46
4. N -0.44
5. C -1.11
6. S -0.24
7. H 0.17
8. H 0.15
9. H 0.32
10. H 0.38
11. H 0.03
12. H 0.20
13. H 0.23
14. H 0.45
15. H 0.35
16. H 0.15
17. O -0.64
18. H 0.31
19. H 0.31

Preferred: run i; penalty for the next structure: 0.0720 hartree.

Run i
# C3H12N2OS

2 unconnected molecules or ions with the total composition C3H12N2OS (the ωB97M-V functional and the def2-TZVPD basis, the Open Molecules 2025 dataset).

```
19
Properties=species:S:1:pos:R:3
N 0.545 -0.534 2.221
C 0.782 -0.810 0.732
C 0.270 0.363 -0.082
N 1.089 1.565 0.044
C 0.067 0.025 -1.630
S -0.821 1.287 -2.677
H 1.470 -0.273 2.510
H 0.008 0.327 2.233
H 0.473 -1.748 0.309
H 1.937 -1.005 0.631
H -0.825 0.600 0.100
H 0.537 2.364 -0.271
H 1.890 1.529 -0.488
H -0.564 -0.788 -1.724
H 1.064 0.098 -1.977
H -0.542 0.608 -3.975
O -2.319 -1.092 0.939
H -1.879 -1.652 1.726
H -3.182 -0.863 1.380
```

Computed properties:
- Lowest unoccupied orbital energy: 0.7 eV
- Frontier orbital gap: 0.358 hartree
- Molecular weight: 124.21 g/mol
- SMILES: NC[C@@H](N)CS.O

Charges in e, computed with Mulliken, in the same order as the atoms:
1. N -0.62
2. C -0.91
3. C 0.02
4. N -0.54
5. C -1.07
6. S -0.24
7. H 0.31
8. H 0.30
9. H 0.36
10. H 0.32
11. H 0.42
12. H 0.31
13. H 0.26
14. H 0.49
15. H 0.44
16. H 0.14
17. O -0.64
18. H 0.35
19. H 0.30

Run ii
# C3H12N2OS

2 unconnected molecules or ions with the total composition C3H12N2OS (the ωB97M-V functional and the def2-TZVPD basis, the Open Molecules 2025 dataset).

```
19
Properties=species:S:1:pos:R:3
N -0.506 1.971 1.855
C 0.058 0.702 2.416
N 0.769 -0.019 1.359
C -0.103 -0.706 0.361
C 0.824 -1.001 -0.909
S -0.288 -1.952 -2.092
H -1.438 2.157 2.238
H 0.004 2.846 2.107
H -0.860 0.100 2.508
H 0.774 0.908 3.258
H 1.425 0.587 0.864
H -0.976 -0.087 0.164
H -0.319 -1.653 0.804
H 1.669 -1.505 -0.513
H 1.158 -0.171 -1.426
H -0.669 -0.818 -2.669
O -0.150 2.102 -0.771
H -0.693 1.881 0.026
H -0.783 2.546 -1.439
```

Computed properties:
- Lowest unoccupied orbital energy: 0.8 eV
- Frontier orbital gap: 0.352 hartree
- Molecular weight: 124.21 g/mol
- SMILES: NCNCCS.O

Charges in e, computed with Mulliken, in the same order as the atoms:
1. N -0.58
2. C -0.54
3. N -0.42
4. C -0.54
5. C -0.96
6. S -0.24
7. H 0.25
8. H 0.20
9. H 0.40
10. H 0.27
11. H 0.29
12. H 0.42
13. H 0.45
14. H 0.46
15. H 0.38
16. H 0.12
17. O -0.63
18. H 0.37
19. H 0.30

Preferred: run ii; penalty for the next structure: 0.0221 hartree.

Run i
# C4H15NO3

3 unconnected molecules or ions with the total composition C4H15NO3 (the ωB97M-V functional and the def2-TZVPD basis, the Open Molecules 2025 dataset).

```
23
Properties=species:S:1:pos:R:3
C -1.164 3.948 -0.949
O -0.313 2.835 -1.102
C -1.013 1.657 -0.589
C -0.057 0.620 0.037
C 1.086 0.109 -0.843
N -0.688 -0.613 0.416
H -2.095 3.784 -1.492
H -0.859 4.919 -1.340
H -1.236 4.140 0.121
H -1.718 1.866 0.215
H -1.643 1.179 -1.340
H 0.309 1.147 0.917
H 1.727 0.926 -1.173
H 0.622 -0.227 -1.770
H 1.705 -0.655 -0.372
H -0.790 -1.168 -0.422
H -1.581 -0.417 0.845
O 0.695 -2.960 1.490
H 0.646 -2.928 0.534
H 0.519 -2.062 1.769
O 2.203 -5.423 1.390
H 1.762 -4.609 1.633
H 1.885 -6.066 2.024
```

Computed properties:
- Lowest unoccupied orbital energy: 0.7 eV
- Frontier orbital gap: 0.393 hartree
- Molecular weight: 125.17 g/mol
- SMILES: COC[C@H](C)N.O.O

Charges in e, computed with Mulliken, in the same order as the atoms:
1. C -0.70
2. O -0.34
3. C -0.72
4. C 0.40
5. C -1.47
6. N -0.52
7. H 0.28
8. H 0.28
9. H 0.29
10. H 0.40
11. H 0.31
12. H 0.21
13. H 0.36
14. H 0.43
15. H 0.32
16. H 0.29
17. H 0.19
18. O -0.70
19. H 0.30
20. H 0.33
21. O -0.64
22. H 0.39
23. H 0.31

Run ii
# C4H15NO3

3 unconnected molecules or ions with the total composition C4H15NO3 (the ωB97M-V functional and the def2-TZVPD basis, the Open Molecules 2025 dataset).

```
23
Properties=species:S:1:pos:R:3
C 1.935 0.917 0.714
N 0.811 0.243 0.025
C 0.181 1.320 -0.689
C -0.057 -0.491 0.984
C -1.119 -1.590 0.552
O -1.674 -1.320 -0.797
H 2.693 1.309 -0.035
H 1.610 1.808 1.324
H 2.364 0.193 1.408
H -0.655 0.894 -1.248
H 0.922 1.776 -1.373
H -0.294 2.110 -0.114
H -0.599 0.162 1.627
H 0.756 -0.966 1.724
H -2.024 -1.523 1.149
H -0.677 -2.545 0.540
H -1.080 -1.782 -1.460
O -3.053 1.377 0.417
H -2.720 0.809 -0.274
H -2.351 2.021 0.737
O 1.546 -1.927 -1.681
H 1.439 -1.144 -1.057
H 2.046 -1.652 -2.475
```

Computed properties:
- Lowest unoccupied orbital energy: 0.7 eV
- Frontier orbital gap: 0.374 hartree
- Molecular weight: 125.17 g/mol
- SMILES: CN(C)CCO.O.O

Charges in e, computed with Mulliken, in the same order as the atoms:
1. C -0.94
2. N -0.01
3. C -1.02
4. C -0.38
5. C -0.72
6. O -0.58
7. H 0.26
8. H 0.32
9. H 0.34
10. H 0.30
11. H 0.36
12. H 0.23
13. H 0.46
14. H 0.25
15. H 0.34
16. H 0.39
17. H 0.33
18. O -0.65
19. H 0.32
20. H 0.31
21. O -0.71
22. H 0.50
23. H 0.30

Preferred: run i; penalty for the next structure: 0.0144 hartree.

Run i
# C4H15NO3

3 unconnected molecules or ions with the total composition C4H15NO3 (the ωB97M-V functional and the def2-TZVPD basis, the Open Molecules 2025 dataset).

```
23
Properties=species:S:1:pos:R:3
C 0.787 2.698 1.080
C 0.594 1.199 1.246
O 1.831 0.616 1.614
C 0.081 0.492 -0.066
C -0.761 -0.744 0.182
N -0.658 1.337 -1.027
H 0.831 3.167 2.070
H -0.005 3.230 0.562
H 1.748 2.904 0.613
H -0.183 1.015 1.991
H 2.078 0.000 0.932
H 0.963 0.205 -0.634
H -1.751 -0.509 0.580
H -0.353 -1.480 0.877
H -0.844 -1.247 -0.766
H -0.194 2.147 -1.393
H -1.536 1.593 -0.590
O 0.615 -0.717 -2.789
H 1.221 0.031 -2.703
H -0.091 -0.305 -2.305
O -2.187 -4.214 0.219
H -2.410 -3.391 0.656
H -2.153 -4.053 -0.729
```

Computed properties:
- Lowest unoccupied orbital energy: 0.6 eV
- Frontier orbital gap: 0.389 hartree
- Molecular weight: 125.17 g/mol
- SMILES: C[C@H](O)[C@@H](C)N.O.O

Charges in e, computed with Mulliken, in the same order as the atoms:
1. C -1.51
2. C 0.48
3. O -0.55
4. C -0.22
5. C -1.17
6. N -0.63
7. H 0.36
8. H 0.38
9. H 0.33
10. H 0.25
11. H 0.33
12. H 0.38
13. H 0.38
14. H 0.36
15. H 0.31
16. H 0.20
17. H 0.26
18. O -0.66
19. H 0.31
20. H 0.42
21. O -0.63
22. H 0.31
23. H 0.32

Run ii
# C4H15NO3

A molecular structure, C4H15NO3 (the ωB97M-V functional and the def2-TZVPD basis, the Open Molecules 2025 dataset).

```
23
Properties=species:S:1:pos:R:3
C -0.047 1.598 1.757
C 1.201 0.695 1.472
N 0.850 -0.628 0.989
C 0.427 -0.633 -0.367
C 0.155 -2.029 -0.889
H -0.402 2.065 0.844
H 0.105 2.329 2.546
H 1.735 0.604 2.421
H 0.001 -1.034 1.552
H 1.297 -0.251 -0.944
H -0.406 0.121 -0.529
H 0.954 -2.664 -0.504
H 0.206 -2.001 -1.971
H -0.812 -2.398 -0.552
H -1.781 -1.893 2.409
H -0.769 0.873 2.132
O -1.374 -1.312 1.735
H -0.153 0.741 -3.640
H -0.498 1.059 -2.078
O -0.159 0.134 -2.883
H 1.904 1.127 0.755
H -1.033 2.654 -1.352
O -0.561 1.834 -1.306
```

Computed properties:
- Lowest unoccupied orbital energy: -4.7 eV
- Frontier orbital gap: 0.155 hartree
- Molecular weight: 125.17 g/mol

Charges in e, computed with Mulliken, in the same order as the atoms:
1. C -0.80
2. C -0.33
3. N -0.09
4. C -0.26
5. C -1.20
6. H 0.15
7. H 0.37
8. H 0.35
9. H 0.37
10. H 0.55
11. H 0.39
12. H 0.33
13. H 0.38
14. H 0.29
15. H 0.21
16. H 0.30
17. O -0.68
18. H 0.25
19. H 0.39
20. O -0.79
21. H 0.34
22. H 0.23
23. O -0.72

Preferred: run i; penalty for the next structure: 0.2726 hartree.

Run i
# C4H10NO2S

3 unconnected molecules or ions with the total composition C4H10NO2S (the ωB97M-V functional and the def2-TZVPD basis, the Open Molecules 2025 dataset).

```
18
Properties=species:S:1:pos:R:3
C -1.430 1.751 -2.160
C -1.239 1.115 -1.045
C 3.539 -0.861 0.943
C 2.070 -0.871 0.898
N -1.141 0.430 -0.039
O -1.601 1.346 -3.444
O 1.377 0.042 0.550
S -3.516 -0.524 1.853
H -1.372 2.839 -2.133
H 4.064 -1.838 1.334
H 3.780 -0.588 -0.031
H 3.767 -0.022 1.577
H 1.483 -1.809 1.331
H -0.161 0.134 0.329
H -2.091 -0.043 0.606
H -3.786 -1.387 0.850
H -0.972 1.783 -4.031
H -2.771 -1.498 2.610
```

Computed properties:
- Lowest unoccupied orbital energy: -3.5 eV
- Frontier orbital gap: 0.358 hartree
- Charge: +1
- Molecular weight: 136.20 g/mol

Charges in e, computed with Mulliken, in the same order as the atoms:
1. C -0.36
2. C 0.54
3. C -0.85
4. C 0.27
5. N -0.02
6. O -0.45
7. O -0.58
8. S -0.41
9. H 0.29
10. H 0.28
11. H 0.30
12. H 0.30
13. H 0.26
14. H 0.39
15. H 0.15
16. H 0.27
17. H 0.36
18. H 0.27

Run ii
# C4H10NO2S

A gas-phase ion, C4H10NO2S (charge +1) (the ωB97M-V functional and the def2-TZVPD basis, the Open Molecules 2025 dataset).

```
18
Properties=species:S:1:pos:R:3
C -2.569 0.965 -0.235
N -1.466 0.278 -0.395
C -0.887 -0.567 0.646
C 0.569 -0.937 0.214
O 0.478 -1.115 -1.128
C 1.564 0.202 0.559
O 2.820 -0.223 0.211
S 0.842 1.751 -0.186
H -2.849 0.859 0.766
H -2.982 1.654 -1.009
H -1.099 0.077 -1.321
H -1.531 -1.470 0.462
H -0.942 -0.262 1.736
H 0.754 -1.853 0.767
H 1.243 -1.484 -1.464
H 1.587 0.380 1.734
H 3.312 0.540 -0.107
H 1.157 1.205 -1.251
```

Computed properties:
- Lowest unoccupied orbital energy: -5.0 eV
- Frontier orbital gap: 0.310 hartree
- Charge: +1
- Molecular weight: 136.20 g/mol
- SMILES: C=[NH+]C[C@@H](O)[C@@H](O)S

Charges in e, computed with Mulliken, in the same order as the atoms:
1. C -0.14
2. N 0.03
3. C -0.72
4. C -0.21
5. O -0.59
6. C -0.18
7. O -0.46
8. S -0.14
9. H 0.30
10. H 0.29
11. H 0.29
12. H 0.40
13. H 0.42
14. H 0.49
15. H 0.38
16. H 0.34
17. H 0.36
18. H 0.16

Run iii
# C4H10NO2S

A gas-phase ion, C4H10NO2S (charge +1) (the ωB97M-V functional and the def2-TZVPD basis, the Open Molecules 2025 dataset).

```
18
Properties=species:S:1:pos:R:3
N 0.285 1.472 0.777
C -0.745 0.632 0.028
C -0.972 -0.763 0.523
C 0.216 -1.697 0.343
S 2.009 -1.174 0.272
C -0.493 0.670 -1.493
O -1.227 0.304 -2.348
O 0.778 1.083 -1.757
H -0.261 2.104 1.378
H 0.823 1.938 0.038
H 1.078 0.962 1.190
H -1.768 1.114 0.178
H -1.807 -1.220 -0.069
H -1.414 -0.738 1.487
H 0.317 -2.407 1.170
H 0.074 -2.193 -0.621
H 2.207 -1.263 1.617
H 0.900 1.176 -2.715
```

Computed properties:
- Lowest unoccupied orbital energy: -3.5 eV
- Frontier orbital gap: 0.365 hartree
- Charge: +1
- Molecular weight: 136.20 g/mol
- SMILES: [NH3+][C@H](CCS)C(=O)O

Charges in e, computed with Mulliken, in the same order as the atoms:
1. N -0.14
2. C 0.04
3. C -0.69
4. C -0.90
5. S -0.20
6. C 0.40
7. O -0.47
8. O -0.45
9. H 0.39
10. H 0.36
11. H 0.22
12. H 0.32
13. H 0.37
14. H 0.45
15. H 0.42
16. H 0.35
17. H 0.16
18. H 0.36

Preferred: run iii; penalty for the next structure: 0.0737 hartree.

Run i
# C4H11NO3

2 unconnected molecules or ions with the total composition C4H11NO3 (the ωB97M-V functional and the def2-TZVPD basis, the Open Molecules 2025 dataset).

```
19
Properties=species:S:1:pos:R:3
N 0.818 1.462 -2.154
C 1.198 0.370 -1.275
C 1.432 0.880 0.188
C 0.097 1.203 0.882
C -0.541 -0.068 1.437
O -1.060 -0.997 0.884
O -0.445 -0.033 2.796
H -0.187 1.575 -2.228
H 1.308 1.597 -3.014
H 0.336 -0.298 -1.182
H 2.140 -0.076 -1.568
H 1.984 0.155 0.789
H 1.958 1.838 0.105
H 0.233 1.812 1.780
H -0.455 1.792 0.153
H -0.767 -0.896 3.105
O -1.210 -2.381 -2.025
H -1.796 -1.631 -2.209
H -1.119 -2.460 -1.091
```

Computed properties:
- Lowest unoccupied orbital energy: 0.7 eV
- Frontier orbital gap: 0.356 hartree
- Molecular weight: 121.14 g/mol
- SMILES: NCCCC(=O)O.O

Charges in e, computed with Mulliken, in the same order as the atoms:
1. N -0.50
2. C -0.19
3. C -0.66
4. C -0.65
5. C 0.61
6. O -0.54
7. O -0.47
8. H 0.18
9. H 0.17
10. H 0.02
11. H 0.42
12. H 0.34
13. H 0.38
14. H 0.24
15. H 0.34
16. H 0.33
17. O -0.63
18. H 0.30
19. H 0.31

Run ii
# C4H11NO3

4 unconnected molecules or ions with the total composition C4H11NO3 (the ωB97M-V functional and the def2-TZVPD basis, the Open Molecules 2025 dataset).

```
19
Properties=species:S:1:pos:R:3
C 0.295 1.979 2.048
C 0.066 2.046 0.636
C 0.975 1.237 0.022
N 1.708 0.614 0.996
C 1.247 1.008 2.224
H -0.203 2.503 2.841
H -0.491 2.878 0.233
H 1.173 1.102 -1.027
H 2.360 -0.138 0.889
H 1.493 0.411 3.088
O -2.665 -2.166 -1.723
H -2.044 -2.890 -1.595
H -2.303 -1.802 -2.539
O -0.827 -1.072 -0.107
H -1.628 -0.889 -0.626
H -1.090 -1.669 0.595
O 0.316 -1.624 -2.418
H 0.336 -1.524 -1.444
H 0.557 -0.784 -2.802
```

Computed properties:
- Lowest unoccupied orbital energy: 0.6 eV
- Frontier orbital gap: 0.322 hartree
- Molecular weight: 121.14 g/mol
- SMILES: c1cc[nH]c1.O.O.O

Charges in e, computed with Mulliken, in the same order as the atoms:
1. C -0.39
2. C -0.40
3. C -0.62
4. N 0.01
5. C -0.46
6. H 0.40
7. H 0.42
8. H 0.45
9. H 0.22
10. H 0.36
11. O -0.68
12. H 0.34
13. H 0.34
14. O -0.63
15. H 0.35
16. H 0.27
17. O -0.64
18. H 0.36
19. H 0.30

Preferred: run i; penalty for the next structure: 0.0235 hartree.